The following is a DFT calculation (ωB97M-V/def2-TZVPD) of a molecular structure, C15H51Ca2O22P3S at a distorted geometry.

Values from the calculation:
Kohn-Sham gap   3.28 eV
Net charge   +2
HOMO energy   -0.446 Eh
Energy above the lowest of the compared OMol25 structures with the same formula, charge and spin   1618.52 kJ/mol

```
94
C15H51Ca2O22P3S ωB97M-V/def2-TZVPD
Ca -0.067 8.599 -9.713
Ca 4.033 14.149 -11.039
S 0.691 12.544 -12.738
O 0.339 11.224 -12.232
O 2.055 12.568 -13.245
O -0.257 13.061 -13.679
O 0.781 13.371 -11.532
C -4.508 14.466 -11.851
O -3.722 15.314 -12.766
H -5.309 13.986 -12.411
H -3.873 13.664 -11.474
H -4.882 15.051 -11.011
H -2.965 14.767 -12.989
C 7.162 11.054 -13.169
O 6.615 11.533 -12.032
H 6.724 10.094 -13.445
H 7.093 11.805 -13.956
H 8.210 10.835 -12.967
H 6.596 10.811 -11.399
C -3.882 12.966 -17.591
O -2.537 12.478 -17.616
H -3.894 13.958 -18.043
H -4.520 12.249 -18.108
H -4.147 13.111 -16.544
H -2.098 12.775 -16.815
C 3.703 6.729 -12.561
O 3.176 7.244 -11.362
H 4.759 6.473 -12.481
H 3.066 5.875 -12.792
H 3.622 7.484 -13.343
H 3.910 7.715 -10.961
C -0.953 12.532 -6.384
O -1.044 12.144 -7.755
H 0.092 12.511 -6.077
H -1.123 13.607 -6.321
H -1.628 11.952 -5.754
H -0.675 12.785 -8.367
C 2.550 10.229 -17.837
O 3.311 10.467 -16.724
H 1.958 11.119 -18.049
H 3.124 9.848 -18.681
H 1.763 9.519 -17.583
H 2.861 10.979 -16.048
C 3.054 16.993 -5.898
O 2.801 18.262 -6.519
P 2.071 18.336 -7.990
O 2.598 17.488 -9.076
O 0.512 18.056 -7.592
C -0.530 17.762 -8.517
O 2.138 19.937 -8.279
C 1.571 20.479 -9.466
H 4.081 16.847 -5.564
H 2.870 16.103 -6.501
H 2.407 16.887 -5.027
H -1.129 18.651 -8.715
H -1.131 16.910 -8.198
H 0.020 17.395 -9.383
H 2.220 21.253 -9.876
H 0.637 21.015 -9.298
H 1.426 19.779 -10.289
C 5.039 20.118 -14.010
O 4.944 19.205 -15.092
P 3.721 18.099 -15.214
O 3.754 17.103 -14.064
O 2.413 19.046 -15.244
C 1.129 18.426 -15.069
O 3.911 17.489 -16.721
C 3.422 16.187 -17.003
H 4.410 19.791 -13.181
H 4.763 21.085 -14.431
H 6.065 20.107 -13.642
H 0.446 18.798 -15.832
H 0.831 18.655 -14.046
H 1.125 17.337 -15.106
H 2.631 15.913 -16.305
H 4.239 15.465 -16.987
H 3.038 16.155 -18.023
C -8.281 8.580 -9.026
O -6.913 8.288 -9.022
P -5.872 9.233 -9.855
O -4.429 8.883 -9.556
O -6.286 9.119 -11.393
C -5.292 9.333 -12.384
O -6.362 10.734 -9.397
C -6.292 11.171 -8.058
H -8.665 9.310 -9.738
H -8.593 8.775 -8.000
H -8.713 7.647 -9.388
H -5.503 10.255 -12.925
H -5.329 8.460 -13.036
H -4.265 9.493 -12.057
H -7.287 11.437 -7.704
H -5.560 11.973 -7.960
H -5.938 10.363 -7.418
```


The following is a DFT calculation (ωB97M-V/def2-TZVPD) of a molecular structure, C15H55AgO13 at a distorted geometry.

Values from the calculation:
Kohn-Sham gap (alpha / beta)   5.07 / 6.86 eV
HOMO energy (alpha / beta)   -0.182 / -0.353 Eh
Multiplicity   3
Expectation value of S²   2.008

```
84
C15H55AgO13 ωB97M-V/def2-TZVPD
Ag -33.427 -27.971 -32.925
C -34.231 -32.075 -33.396
C -35.294 -30.968 -33.444
C -36.134 -31.055 -32.171
O -34.769 -29.673 -33.610
H -33.583 -32.068 -32.520
H -33.587 -31.998 -34.272
H -34.634 -33.087 -33.368
H -35.929 -31.243 -34.286
H -36.964 -30.355 -32.270
H -35.522 -30.812 -31.302
H -36.476 -32.071 -31.975
C -35.693 -35.544 -31.139
O -34.884 -34.746 -30.287
H -36.744 -35.255 -31.107
H -35.388 -35.313 -32.159
H -35.630 -36.610 -30.921
H -33.988 -35.077 -30.383
C -31.504 -34.484 -30.380
O -32.199 -35.516 -30.995
H -32.106 -33.582 -30.488
H -31.365 -34.704 -29.321
H -30.544 -34.371 -30.884
H -32.220 -35.336 -31.938
C -39.990 -33.349 -29.855
O -38.964 -32.797 -30.646
H -40.965 -33.092 -30.270
H -39.791 -34.420 -29.805
H -40.032 -32.994 -28.826
H -38.167 -32.776 -30.112
C -40.615 -30.384 -31.979
O -41.060 -29.314 -32.801
H -41.075 -31.355 -32.161
H -39.529 -30.480 -31.951
H -40.882 -30.211 -30.937
H -40.626 -28.500 -32.537
C -34.273 -30.126 -37.756
O -33.668 -29.739 -36.559
H -35.018 -30.854 -37.434
H -34.876 -29.417 -38.322
H -33.611 -30.632 -38.459
H -34.324 -29.790 -35.861
C -38.870 -31.445 -37.404
O -37.699 -31.608 -36.653
H -39.486 -32.311 -37.646
H -39.508 -30.744 -36.866
H -38.678 -30.939 -38.350
H -37.579 -30.760 -36.218
C -36.054 -27.384 -31.310
O -34.671 -27.537 -31.060
H -36.664 -28.286 -31.262
H -36.528 -26.592 -30.730
H -36.068 -26.995 -32.328
H -34.523 -27.293 -30.143
C -38.262 -28.774 -34.442
O -37.153 -28.861 -35.275
H -38.000 -28.196 -33.556
H -39.042 -28.279 -35.020
H -38.690 -29.715 -34.097
H -36.456 -29.354 -34.836
C -38.872 -32.829 -34.324
O -39.434 -33.546 -33.292
H -39.223 -31.811 -34.491
H -37.819 -32.725 -34.062
H -38.872 -33.472 -35.204
H -39.225 -33.082 -32.478
C -35.974 -32.001 -28.769
O -36.736 -33.148 -29.122
H -36.331 -31.060 -29.186
H -35.663 -31.856 -27.734
H -35.042 -32.232 -29.285
H -36.111 -33.801 -29.446
C -35.817 -34.478 -35.810
O -36.975 -34.286 -36.657
H -35.499 -35.517 -35.720
H -34.955 -33.995 -36.271
H -35.977 -33.997 -34.845
H -37.222 -33.358 -36.661
C -32.510 -29.961 -30.346
O -32.215 -29.578 -31.648
H -32.302 -31.010 -30.135
H -32.035 -29.331 -29.593
H -33.572 -29.872 -30.119
H -31.298 -29.820 -31.800
```


The following is a DFT calculation (ωB97M-V/def2-TZVPD) of 14 unconnected molecules or ions with the total composition C15H58N8O14 at a distorted geometry.

Values from the calculation:
Kohn-Sham gap   8.48 eV
HOMO energy   -0.321 Eh
Energy above the lowest of the compared OMol25 structures with the same formula, charge and spin   104.67 kJ/mol

```
95
C15H58N8O14 ωB97M-V/def2-TZVPD
C -2.450 -4.007 1.123
C -1.661 -3.051 1.945
O -0.583 -2.600 1.202
H -3.407 -4.137 1.558
H -1.986 -4.965 1.080
H -2.479 -3.587 0.115
H -1.251 -3.593 2.817
H -2.239 -2.167 2.297
H -0.871 -1.734 0.813
C 3.313 0.165 -2.170
O 3.920 1.352 -1.958
N 2.473 0.024 -3.167
N 3.462 -0.899 -1.408
H 2.578 0.768 -3.930
H 2.135 -0.859 -3.438
H 3.868 -0.659 -0.502
H 3.146 -1.871 -1.588
C -2.849 -1.363 -1.929
O -1.770 -1.075 -1.034
N -4.034 -1.726 -1.605
N -2.719 -1.294 -3.188
H -4.136 -1.629 -0.555
H -4.892 -1.868 -2.135
H -1.831 -0.885 -3.571
H -3.464 -1.517 -3.849
C -2.051 3.228 2.750
O -0.761 3.580 3.089
N -3.159 3.883 3.068
N -2.344 2.222 1.981
H -3.122 4.757 3.575
H -4.011 3.552 2.645
H -1.527 1.773 1.608
H -3.175 2.208 1.396
C -0.567 0.993 -4.406
O -1.508 1.750 -5.082
N 0.076 1.487 -3.430
N -0.419 -0.289 -4.496
H -0.055 2.500 -3.346
H 0.908 0.997 -3.044
H -0.892 -0.694 -5.324
H 0.304 -0.861 -4.080
C 3.104 2.723 2.882
O 1.827 3.050 3.209
H 3.755 2.526 3.764
H 3.575 3.511 2.427
H 3.182 1.837 2.268
H 1.361 3.302 2.452
C -2.958 2.351 -1.636
O -1.658 1.950 -1.246
H -2.879 2.867 -2.578
H -3.478 3.050 -0.998
H -3.595 1.438 -1.741
H -1.210 1.508 -2.000
C 0.593 -2.430 -2.672
O 1.441 -2.363 -3.869
H 0.441 -1.413 -2.394
H 1.029 -2.848 -1.795
H -0.322 -2.937 -2.871
H 1.619 -3.263 -4.167
C 0.743 0.215 0.478
O -0.539 0.273 1.136
H 1.549 0.198 1.202
H 0.829 1.093 -0.140
H 0.830 -0.685 -0.123
H -1.166 0.247 0.466
C 0.331 -0.262 4.139
O 0.478 -1.670 3.862
H 1.221 0.292 3.930
H 0.060 -0.194 5.178
H -0.419 0.149 3.491
H 0.134 -1.828 2.994
C -3.943 -0.376 1.283
O -4.506 -1.688 1.218
H -4.032 0.225 0.351
H -2.831 -0.369 1.491
H -4.408 0.149 2.110
H -4.449 -2.149 2.049
C 5.190 0.439 0.788
O 4.086 -0.397 1.156
H 5.922 0.372 1.537
H 4.892 1.512 0.636
H 5.636 0.274 -0.146
H 3.924 -0.187 2.072
C 2.516 -2.964 1.465
O 1.681 -3.896 1.996
H 2.263 -2.939 0.412
H 3.569 -3.098 1.687
H 2.331 -1.996 1.799
H 0.856 -3.591 1.641
C 2.187 3.175 -0.569
O 1.285 3.656 0.393
H 2.790 2.344 -0.196
H 2.804 3.958 -1.046
H 1.699 2.747 -1.394
H 0.716 4.230 -0.178
```


The following is a DFT calculation (ωB97M-V/def2-TZVPD) of 15 unconnected molecules or ions with the total composition C15H60N30O15 at a distorted geometry.

Values from the calculation:
Kohn-Sham gap   8.39 eV
HOMO energy   -0.322 Eh
Energy above the lowest of the compared OMol25 structures with the same formula, charge and spin   1056.59 kJ/mol

```
120
C15H60N30O15 ωB97M-V/def2-TZVPD
C -1.880 -1.879 21.711
O -2.498 -1.862 22.708
N -2.081 -1.024 20.727
N -0.945 -2.800 21.513
H -2.732 -0.256 20.812
H -1.482 -0.955 19.917
H -0.509 -2.852 20.604
H -0.746 -3.437 22.271
C 2.358 -2.362 19.262
O 1.812 -3.386 19.626
N 2.766 -2.112 18.045
N 2.162 -1.292 19.969
H 2.624 -2.750 17.275
H 2.870 -1.133 17.820
H 2.286 -0.400 19.512
H 1.730 -1.347 20.880
C -2.874 -5.946 16.232
O -3.052 -5.483 17.355
N -1.723 -6.228 15.718
N -3.827 -6.217 15.386
H -1.000 -6.134 16.418
H -1.549 -6.588 14.791
H -4.724 -5.765 15.485
H -3.567 -6.670 14.521
C 1.878 -4.231 15.042
O 1.973 -3.154 14.489
N 2.531 -4.718 16.026
N 1.017 -5.064 14.602
H 3.509 -4.838 15.803
H 2.170 -5.568 16.434
H 0.391 -4.737 13.880
H 0.870 -5.909 15.136
C -2.011 -2.497 12.784
O -2.322 -2.466 13.982
N -2.188 -1.533 11.933
N -1.707 -3.590 12.207
H -2.615 -0.693 12.296
H -1.881 -1.688 10.984
H -2.002 -4.399 12.735
H -1.423 -3.650 11.239
C 1.417 0.732 13.898
O 2.126 1.076 12.950
N 1.228 -0.502 14.322
N 0.874 1.549 14.804
H 1.238 -1.306 13.711
H 1.022 -0.808 15.262
H 0.755 2.518 14.546
H 0.421 1.183 15.629
C -4.607 -3.879 20.130
O -4.947 -5.049 20.310
N -3.836 -3.360 19.216
N -4.941 -3.018 21.079
H -3.430 -2.469 19.463
H -3.469 -4.066 18.594
H -4.511 -2.104 21.091
H -5.330 -3.343 21.952
C -3.940 2.302 18.570
O -3.419 2.869 19.529
N -3.703 2.726 17.370
N -4.596 1.211 18.665
H -3.333 3.663 17.296
H -4.270 2.339 16.629
H -5.172 0.938 17.881
H -4.757 0.897 19.611
C -6.259 -1.827 13.335
O -5.635 -0.833 13.048
N -7.389 -1.874 13.845
N -5.805 -3.084 13.272
H -7.744 -0.988 14.176
H -7.786 -2.802 13.891
H -4.802 -3.182 13.338
H -6.419 -3.689 13.798
C 1.356 0.996 22.261
O 2.255 1.278 21.494
N 1.321 -0.188 22.728
N 0.455 1.840 22.593
H 0.514 -0.389 23.301
H 2.041 -0.845 22.462
H 0.660 2.818 22.443
H -0.427 1.773 23.079
C 0.091 2.083 18.532
O -0.350 2.207 17.401
N -0.438 2.528 19.663
N 1.254 1.666 18.834
H -1.444 2.443 19.661
H 0.080 2.364 20.514
H 1.444 1.824 19.813
H 1.926 1.368 18.141
C -3.904 1.894 13.146
O -4.785 2.474 12.574
N -4.079 1.234 14.180
N -2.720 2.072 12.769
H -3.405 0.502 14.351
H -4.972 1.231 14.653
H -1.895 1.789 13.279
H -2.749 2.259 11.777
C -0.573 6.072 17.080
O 0.595 6.111 16.876
N -1.534 6.701 16.402
N -1.115 5.250 17.947
H -2.466 6.341 16.550
H -1.296 7.341 15.658
H -2.055 5.379 18.295
H -0.474 4.540 18.271
C 0.688 -6.213 18.892
O 0.605 -6.146 17.704
N 1.733 -6.707 19.414
N -0.259 -5.955 19.758
H 1.765 -6.722 20.423
H 2.474 -7.039 18.814
H 0.011 -5.916 20.731
H -1.150 -5.872 19.290
C -0.795 -1.319 17.150
O -0.707 -0.878 18.273
N -0.429 -2.469 16.842
N -1.150 -0.672 16.112
H -0.562 -2.818 15.903
H -0.334 -3.114 17.613
H -1.495 0.258 16.303
H -1.510 -1.219 15.343
```